[1]
# C19H17LaO4P

C19H17LaO4P as an isolated structure at a distorted geometry (ωB97M-V with the def2-TZVPD basis set, the Open Molecules 2025 dataset).

Summary:
LUMO level	-12.910	eV
net charge	+3
2S+1	1
HOMO energy	-17.7	eV
strongest force on any atom	7.9	eV/A

Structure (XYZ):
```
42
C19H17LaO4P (ωB97M-V with the def2-TZVPD basis set)
H -1.714 1.299 2.087
O -0.203 2.579 -0.561
H -0.112 -1.012 4.890
C 2.337 -3.319 4.195
C -2.222 -0.146 -0.278
O -3.299 0.250 -0.114
H 1.938 -2.023 5.897
H 0.908 0.252 -5.003
La -0.026 -1.059 -0.636
H -2.961 -1.744 4.954
C 0.440 -1.793 4.343
C -3.082 -0.770 4.475
C -4.046 0.116 4.965
C 0.502 0.422 1.678
C -0.013 -1.580 -4.415
C -2.399 0.921 2.859
H -5.014 2.033 4.722
H -0.944 -2.154 -4.333
P -1.502 -1.594 2.217
C 1.898 -3.734 2.931
C 0.711 -3.234 2.400
C -4.215 1.373 4.384
C -0.235 1.430 -0.722
H -3.654 -2.833 2.122
H -2.277 -3.864 1.794
H -0.946 0.258 -4.967
C -0.024 -2.267 3.107
H 2.461 -4.479 2.370
C -2.330 -0.407 3.333
H 0.332 -3.618 1.445
H 3.222 -3.775 4.650
C -3.375 1.780 3.349
O 1.141 1.256 2.146
H -4.694 -0.182 5.787
H 0.918 -2.157 -4.366
H -2.602 -3.342 3.463
H -3.498 2.772 2.912
O 3.173 0.514 0.154
C -0.017 -0.285 -4.763
C 1.613 -2.345 4.898
C -2.617 -3.032 2.415
C 2.198 -0.032 -0.161
```

***

[2]
# C19H17N2O

An isolated ion of composition C19H17N2O and charge +1 at a distorted geometry (ωB97M-V with the def2-TZVPD basis set, the Open Molecules 2025 dataset).

Summary:
energy relative to the best compared isomer or geometry (same formula, charge and spin)	2.794	eV
LUMO level	-2.785	eV
net charge	+1
2S+1	1
SMILES string	Cn1cc[n+]([C@@H]2C=C(c3ccccc3)Oc3ccccc32)c1
HOMO energy	-11.1	eV
strongest force on any atom	3.3	eV/A

Structure (XYZ):
```
39
C19H17N2O (ωB97M-V with the def2-TZVPD basis set)
C 1.084 -3.127 2.529
C -3.029 -1.352 -2.427
H 2.119 2.860 -3.205
H 1.228 0.234 2.989
H -3.257 -3.569 -2.243
H 2.507 -0.468 4.965
N -0.191 1.747 -1.039
H 1.410 0.511 -1.894
C 0.225 0.330 0.805
C 0.389 -1.058 1.090
C 0.956 -1.727 2.260
C 2.158 -1.240 4.294
H 0.641 -3.899 1.887
H -1.271 -3.654 -0.647
C 2.396 -2.595 4.509
H 0.485 5.684 -1.819
C 1.438 -0.818 3.199
H -1.376 3.551 -0.904
C -2.796 -2.635 -1.905
N 0.346 3.574 -2.163
C -0.891 0.832 -0.073
H 1.252 5.038 -3.337
H -0.558 5.203 -3.231
C -2.398 -0.167 -2.002
H -1.671 1.716 0.318
C 1.278 2.613 -2.501
C -1.771 -2.768 -1.010
C 0.943 1.501 -1.854
O -0.121 -1.987 0.270
H 0.825 1.052 1.414
H -2.598 0.809 -2.476
C -1.489 -0.267 -0.897
C 1.821 -3.527 3.638
H 1.970 -4.580 3.868
C -0.532 3.011 -1.295
C 0.367 4.954 -2.656
C -1.177 -1.591 -0.563
H 3.001 -2.899 5.355
H -3.712 -1.294 -3.251
```

***

[3]
# C19H17N3O2SbSe4Ti

C19H17N3O2SbSe4Ti as an isolated structure at a distorted geometry (ωB97M-V with the def2-TZVPD basis set, the Open Molecules 2025 dataset).

Summary:
LUMO level	1.289	eV
net charge	-1
2S+1	1
HOMO energy	-4.1	eV
strongest force on any atom	4.0	eV/A

Structure (XYZ):
```
47
C19H17N3O2SbSe4Ti (ωB97M-V with the def2-TZVPD basis set)
O 1.089 -3.053 0.476
C 2.397 -3.194 0.301
H 1.598 -7.773 -0.045
C -5.772 6.669 0.772
O 0.063 0.611 -0.021
H 4.900 -4.151 0.125
C 2.317 -6.983 0.145
C 3.050 0.224 -0.030
H 4.913 -0.671 -0.298
H 2.802 2.358 0.321
C -6.521 5.532 0.720
H -6.156 7.573 1.234
H 5.654 -6.553 0.343
C 2.282 1.448 0.094
C -5.975 4.319 0.198
C 4.585 -6.300 0.258
Se -0.245 -2.021 -2.146
H 3.855 -8.368 0.091
H 0.813 -5.416 -0.093
C 4.197 -4.974 0.167
H -0.799 2.998 -0.039
N -1.454 5.348 -0.997
H 4.833 0.965 -1.086
H 5.026 0.794 0.698
H 0.315 3.189 -1.368
Se -1.512 -2.095 1.675
C 3.596 -7.341 0.227
H 0.820 3.721 0.260
C -2.548 5.465 -0.614
Ti 0.372 -1.266 0.100
H -3.765 7.434 0.531
C 2.794 -4.578 0.275
H -7.588 5.435 0.990
C 1.872 -5.632 0.120
H -6.521 3.370 0.110
Se -3.183 -4.845 -0.660
N 3.206 -2.140 0.120
Sb -2.342 -2.550 -0.643
C -4.634 4.269 -0.203
C 0.914 1.609 -0.094
C 0.283 2.957 -0.291
Se -4.056 -1.098 -1.497
C -4.422 6.605 0.331
C 4.533 0.332 -0.155
C -3.878 5.467 -0.136
H -4.151 3.316 -0.463
N 2.442 -1.005 0.197
```

***

> What is the formula in the second record?

C19H17N2O

***

> Which formula does entry 3 have?

C19H17N3O2SbSe4Ti

***

> What is the formula in the third record?

C19H17N3O2SbSe4Ti